No. 1
The following is a DFT calculation (ωB97M-V/def2-TZVPD) of a structure of composition C25H25BrN13OPPt.

Properties
Net charge: +2
E_HOMO: -12.8 eV
Energy: -4788.8774 Ha
Relative energy (zero: lowest compared OMol25 entry of this formula, charge and spin): 0.0 kJ/mol
F_max: 0.0107 Eh/bohr
Lowest unoccupied orbital energy: -6.10 eV

CARTESIAN COORDINATES (ANGSTROEM)
Pt -1.835 -0.336 0.359
Br -1.433 -1.047 7.719
C -1.488 -1.205 5.847
C -1.456 -2.477 5.252
C -1.491 -2.615 3.889
C -1.557 -1.495 3.038
O -1.555 -1.729 1.744
C -1.593 -0.210 3.638
C -1.623 1.016 2.922
N -1.641 1.168 1.632
C -1.635 2.449 1.020
C -1.396 3.647 1.640
C -1.455 4.850 0.908
C -1.741 4.848 -0.428
C -1.964 3.624 -1.100
C -2.252 3.535 -2.480
C -2.440 2.309 -3.050
C -2.337 1.156 -2.255
N -2.070 1.200 -0.964
C -1.895 2.426 -0.368
C -1.560 -0.098 5.053
H -1.403 -3.356 5.882
H -1.471 -3.598 3.437
H -1.624 1.915 3.531
H -1.162 3.699 2.694
H -1.274 5.783 1.423
H -1.795 5.773 -0.986
H -2.326 4.442 -3.068
H -2.672 2.200 -4.099
H -2.485 0.177 -2.684
H -1.594 0.887 5.502
N -3.082 -3.615 -3.679
N -2.685 -3.214 -2.422
N -2.250 -4.065 -1.525
C -1.886 -3.260 -0.541
N -2.100 -1.978 -0.872
N -2.612 -1.968 -2.092
H -3.319 -4.601 -3.622
H -3.889 -3.066 -3.958
H -1.495 -3.578 0.407
C 2.337 0.231 -3.377
N 2.276 -1.119 -2.814
C 3.643 -1.628 -2.628
N 4.487 -0.744 -1.814
C 4.491 0.597 -2.410
N 3.145 1.162 -2.586
C 2.522 1.474 -1.300
P 2.385 -0.091 -0.412
C 1.493 -1.164 -1.567
C 4.077 -0.726 -0.404
H 1.326 0.630 -3.485
H 2.785 0.161 -4.368
H 4.103 -1.716 -3.611
H 3.609 -2.620 -2.176
H 4.955 0.524 -3.393
H 5.092 1.268 -1.797
H 1.531 1.917 -1.434
H 3.132 2.176 -0.727
H 0.483 -0.791 -1.746
H 1.428 -2.193 -1.210
H 4.120 -1.729 0.028
H 4.723 -0.073 0.187
N 2.466 -1.830 5.272
C 2.040 -1.543 4.244
N 1.540 -1.263 3.050
C 1.687 -0.597 2.072
N 1.665 0.096 1.062

Cartesian forces, eV/Å:
Pt 0.0 0.0 -0.1
Br 0.0 0.0 0.0
C 0.0 0.1 0.0
C 0.0 0.0 0.0
C 0.0 0.0 0.0
C 0.0 0.0 0.0
O 0.0 0.0 0.0
C 0.0 0.0 -0.1
C 0.0 -0.1 0.0
N 0.0 -0.1 0.0
C 0.0 0.1 0.0
C 0.0 0.0 0.0
C 0.0 0.0 0.0
C 0.0 0.0 0.0
C 0.0 0.0 0.0
C 0.0 0.0 0.0
C 0.0 0.0 0.0
C 0.0 0.0 0.0
N 0.0 0.0 0.0
C 0.0 0.1 0.0
C 0.0 -0.1 0.1
H 0.0 0.0 0.0
H 0.0 0.0 0.0
H 0.0 0.0 0.0
H 0.0 0.0 0.0
H 0.0 0.0 0.0
H 0.0 0.0 0.0
H 0.0 0.0 0.0
H 0.0 0.0 0.0
H 0.0 0.0 0.0
H 0.0 0.0 0.0
N 0.0 0.0 0.0
N 0.0 0.0 0.0
N 0.0 0.0 0.0
C 0.0 0.0 0.0
N 0.0 0.0 0.0
N 0.0 0.0 0.0
H 0.0 0.0 0.0
H 0.0 0.0 0.0
H 0.0 0.0 0.0
C 0.0 0.1 -0.1
N 0.0 -0.1 0.2
C 0.0 0.1 0.0
N -0.1 0.0 0.0
C 0.0 0.0 0.0
N 0.1 -0.1 0.0
C -0.1 0.0 0.0
P -0.3 0.0 0.4
C 0.3 0.0 -0.5
C 0.1 -0.1 -0.2
H 0.0 0.0 0.0
H 0.0 0.0 0.0
H 0.0 0.0 0.0
H 0.0 0.0 0.0
H 0.0 0.0 0.0
H 0.0 0.0 0.0
H 0.0 0.0 0.0
H 0.0 0.0 0.0
H 0.0 0.0 0.1
H 0.0 0.0 0.1
H 0.0 0.0 0.0
H 0.0 0.0 0.0
N -0.1 0.0 0.0
C 0.0 0.0 0.0
N 0.1 0.0 -0.1
C -0.2 0.0 0.1
N 0.2 -0.1 -0.1

***

No. 2
The following is a DFT calculation (ωB97M-V/def2-TZVPD) of a structure of composition C25H25CeN5O4S at a distorted geometry.

Properties
Multiplicity: 2
Net charge: +3
E_HOMO (spin up / spin down): -17.0 / -17.0 eV
Energy: -2414.9556 Ha
Relative energy (zero: lowest compared OMol25 entry of this formula, charge and spin): 36.3 kJ/mol
F_max: 0.0303 Eh/bohr
⟨S²⟩: 0.751
Lowest unoccupied orbital energy (spin up / spin down): -9.51 / -9.50 eV

CARTESIAN COORDINATES (ANGSTROEM)
Ce 0.073 -0.224 -1.053
O 1.427 2.946 5.745
C 0.917 1.718 5.816
O 0.760 1.163 6.859
C 0.546 1.005 4.521
C 0.149 -0.325 4.665
C -0.232 -1.083 3.577
C -0.225 -0.510 2.306
C 0.173 0.822 2.158
C 0.553 1.577 3.254
N -0.605 -1.174 1.115
C -1.303 -2.252 1.114
C -1.687 -2.899 -0.143
C -2.305 -4.138 -0.138
C -2.624 -4.739 -1.352
C -2.323 -4.071 -2.525
C -1.721 -2.821 -2.446
N -1.404 -2.236 -1.291
H 1.481 3.331 4.867
H 0.141 -0.743 5.663
H -0.506 -2.119 3.729
H 0.119 1.288 1.167
H 0.828 2.615 3.105
H -1.645 -2.721 2.034
H -2.525 -4.634 0.799
H -3.099 -5.711 -1.376
H -2.550 -4.502 -3.489
H -1.481 -2.273 -3.350
C -0.763 3.527 -4.011
N -1.676 2.884 -3.054
C -2.978 3.270 -2.928
C -3.804 2.668 -2.046
C -3.287 1.599 -1.267
N -1.999 1.214 -1.407
C -1.207 1.881 -2.271
O 0.019 1.544 -2.329
N -4.051 0.962 -0.394
H -1.253 4.391 -4.449
H -0.494 2.827 -4.800
H 0.143 3.846 -3.503
H -3.301 4.082 -3.564
H -4.830 2.988 -1.936
H -5.015 1.229 -0.271
H -3.701 0.190 0.147
C 3.978 -1.291 -2.925
S 2.805 -1.995 -1.766
O 1.419 -1.531 -2.245
C 3.031 -0.845 -0.378
C 2.730 0.522 -0.542
C 2.967 1.386 0.521
C 3.479 0.898 1.720
C 3.747 -0.452 1.876
C 3.516 -1.333 0.824
H 3.835 -0.218 -3.031
H 3.836 -1.794 -3.882
H 4.977 -1.513 -2.546
H 2.521 0.949 -1.528
H 2.811 2.449 0.392
H 3.696 1.582 2.530
H 4.165 -0.821 2.803
H 3.754 -2.385 0.929

Cartesian forces, eV/Å:
Ce 0.1 -1.2 0.9
O 0.1 0.3 0.3
C -0.1 -0.3 -0.3
O 0.1 0.1 0.0
C 0.0 0.0 0.0
C 0.0 0.0 0.0
C 0.1 -0.1 -0.1
C 0.1 0.4 0.3
C -0.3 -0.4 -0.2
C 0.0 0.1 0.1
N -0.6 -0.6 0.4
C 0.1 0.2 0.2
C -0.1 -0.2 -0.2
C 0.1 0.1 0.1
C 0.0 0.0 -0.1
C -0.1 -0.1 0.1
C 0.0 0.1 0.0
N -0.2 -0.4 0.1
H -0.1 -0.1 -0.1
H 0.0 0.0 0.0
H 0.0 0.0 0.0
H 0.1 0.1 0.3
H 0.0 0.0 0.0
H 0.0 0.0 0.0
H 0.0 0.0 0.0
H 0.0 0.0 0.0
H 0.0 0.0 0.0
H 0.0 0.0 0.0
C 0.2 0.1 -0.2
N 0.3 -0.2 0.1
C -0.2 -0.1 0.1
C 0.0 0.1 0.0
C 0.0 -0.1 -0.1
N -0.1 0.4 -0.2
C -1.0 0.8 -0.2
O 0.1 1.2 -1.0
N 0.0 0.0 -0.1
H -0.1 0.0 0.0
H -0.1 0.0 0.0
H -0.1 0.0 0.1
H 0.0 0.0 0.0
H 0.0 0.0 0.0
H 0.0 0.0 0.0
H 0.0 0.0 0.0
C -0.1 -0.2 -0.1
S 0.8 0.6 0.5
O 0.1 -0.4 -0.8
C 0.2 -0.2 -0.2
C 0.8 0.0 0.0
C 0.1 0.0 -0.2
C 0.0 -0.1 0.1
C 0.0 0.1 0.0
C -0.1 -0.2 -0.1
H -0.1 0.0 0.1
H 0.0 0.0 0.0
H 0.0 0.0 0.0
H -0.1 -0.1 0.1
H 0.0 0.0 0.0
H 0.0 0.0 0.0
H 0.0 0.0 0.0
H 0.0 0.0 0.0

***

No. 3
The following is a DFT calculation (ωB97M-V/def2-TZVPD) of a structure of composition C25H25Co2O6 at a distorted geometry.

Properties
Net charge: -1
E_HOMO: -2.3 eV
Energy: -4184.4858 Ha
Relative energy (zero: lowest compared OMol25 entry of this formula, charge and spin): 41.3 kJ/mol
F_max: 0.0892 Eh/bohr
Lowest unoccupied orbital energy: 2.76 eV

CARTESIAN COORDINATES (ANGSTROEM)
C -3.618 -0.450 1.785
C -2.500 0.339 1.063
C -1.118 0.187 1.665
C -0.271 1.323 1.886
C -0.745 2.751 1.697
C 1.091 1.142 2.133
C 1.643 -0.155 2.289
C 3.111 -0.255 2.531
C 0.794 -1.222 2.228
C -0.574 -1.105 1.986
C -1.373 -2.377 1.871
H -4.597 0.095 1.803
H -3.776 -1.329 1.158
H -3.406 -0.749 2.862
H -2.823 1.422 1.111
H 0.037 3.489 1.955
H -1.057 2.931 0.651
H -1.589 2.967 2.369
H 1.754 1.968 2.157
H 3.419 -1.306 2.575
H 3.739 0.207 1.769
H 3.330 0.264 3.465
H 1.220 -2.241 2.331
H -0.688 -3.214 2.104
H -2.196 -2.459 2.596
H -1.780 -2.533 0.857
O -8.728 -4.405 1.331
C -7.822 -3.759 1.001
Co -6.526 -2.719 0.450
C -6.792 -1.673 1.827
O -7.029 -0.908 2.659
C -4.982 -3.529 0.851
O -4.049 -4.218 0.914
C -6.152 -1.084 -0.686
C -4.981 -0.767 -1.338
C -3.974 0.207 -1.385
C -2.689 0.107 -0.693
C -1.628 0.907 -1.435
C -2.173 2.317 -1.653
C -3.312 2.397 -2.669
C -4.430 1.404 -2.224
Co -5.701 -2.277 -1.959
C -6.524 -3.920 -1.410
O -6.811 -4.992 -1.809
C -4.178 -2.875 -2.509
O -3.145 -3.226 -2.900
C -6.559 -2.149 -3.515
O -7.116 -2.105 -4.528
H -6.975 -0.366 -0.597
H -2.360 -0.972 -0.597
H -0.786 0.964 -0.754
H -1.295 0.473 -2.395
H -2.565 2.628 -0.674
H -1.383 3.005 -1.981
H -3.770 3.396 -2.671
H -2.939 2.207 -3.680
H -5.023 1.088 -3.086
H -5.150 2.028 -1.643

Cartesian forces, eV/Å:
C -0.3 0.1 0.2
C -1.5 2.5 -0.2
C 0.5 -0.5 0.2
C 0.3 -0.3 -0.7
C -0.2 0.1 0.0
C -0.8 -2.0 0.1
C -0.3 2.0 -0.4
C 0.3 -0.5 0.2
C 0.0 -1.3 0.3
C -0.5 1.3 -1.0
C 0.2 -0.7 0.1
H 0.9 -0.3 -0.2
H -0.3 -0.3 0.5
H -0.1 0.4 -1.4
H 0.7 -0.9 0.3
H -0.2 -0.5 -0.2
H 0.1 0.0 0.6
H 0.0 -0.1 -0.3
H 0.4 0.9 0.2
H 0.0 0.2 0.3
H -0.2 0.1 -0.2
H 0.3 -0.3 0.1
H -0.3 0.6 0.1
H -0.4 0.2 -0.3
H 0.3 0.2 -0.4
H 0.1 0.1 0.5
O 1.5 0.8 -0.2
C -2.3 -1.0 -0.4
Co 0.3 -0.9 -0.1
C -0.6 2.1 0.2
O 0.5 -1.3 -0.7
C 2.7 -1.8 -0.4
O -1.7 1.3 0.2
C -0.5 1.6 1.5
C 0.1 2.1 2.9
C -0.6 0.2 -1.1
C 1.1 -2.2 1.8
C -0.2 0.5 0.3
C 0.1 0.5 -0.2
C -0.5 -0.7 0.6
C 0.5 0.4 -0.1
Co -1.7 -3.4 -2.6
C 0.0 -0.6 -1.4
O 0.3 1.8 1.4
C 2.9 -1.1 -0.4
O -1.4 0.5 0.3
C -1.8 -0.5 -1.0
O 1.1 0.2 1.3
H 0.6 0.2 0.3
H -0.4 0.7 -0.8
H 0.5 0.1 -0.1
H -0.3 -0.1 0.4
H 0.1 0.3 -0.3
H 0.0 0.0 0.3
H 0.3 -0.1 -0.1
H 0.0 -0.2 0.0
H 0.0 -0.2 -0.1
H 0.2 -0.2 0.0